Formula: C72H160N4O14
Source: the OMol25 dataset
Level of theory: ωB97M-V with the def2-TZVPD basis set

Last columns: bonded neighbours and bond lengths (Å).
CARTESIAN COORDINATES (ANGSTROEM)
1 H -3.119 -0.202 -6.880  C170 1.090
2 H -5.561 -5.311 0.492  C98 1.090
3 H -5.073 -6.003 -4.482  C101 1.090
4 H -5.092 -7.023 0.488  C98 1.090
5 H 2.663 -3.716 -2.934  C87 1.090
6 C 4.162 -4.728 -4.036  H29 1.090, H44 1.090, C87 1.470, H112 1.090
7 C 3.170 -1.007 -4.377  C89 1.429, H194 1.080, C207 1.429
8 H 2.240 0.119 1.386  C73 1.090
9 O 0.745 -0.933 -0.245  C40 1.397, C156 1.413
10 H -2.858 -1.379 1.673  C141 1.080
11 H 5.609 3.044 1.210  C236 1.090
12 H -3.343 -4.679 -0.602  C217 1.090
13 H -3.512 -1.649 -0.746  N118 1.010
14 H -0.656 -6.919 -1.292  C143 1.090
15 H -7.194 4.742 0.977  C103 1.090
16 H -3.058 -5.117 -3.148  C188 1.090
17 H 0.916 1.332 1.220  C73 1.090
18 C 3.454 3.332 4.532  C146 1.532, H191 1.090, H195 1.090, H233 1.090
19 C -3.737 1.556 3.196  H66 1.090, C91 1.523, H92 1.090, O152 1.417
20 H 1.508 5.269 8.703  C140 1.090
21 H -0.915 9.292 -1.192  C176 1.090
22 H 5.602 -4.944 0.673  C145 1.090
23 C -0.965 -2.222 4.397  H50 1.090, C215 1.531, H223 1.090, O231 1.408
24 H -1.977 -3.638 -4.618  C246 1.090
25 H 1.542 3.021 -4.227  C113 1.080
26 H -4.109 -5.894 1.392  C98 1.090
27 C -0.305 -5.014 -4.874  H47 1.090, H202 1.090, O225 1.420, C246 1.541
28 H -2.574 -6.731 -2.738  C188 1.090
29 H 4.737 -3.854 -4.342  C6 1.090
30 H 1.420 4.638 6.246  C36 1.090
31 H 2.404 -0.003 -1.018  C40 1.090
32 H 0.432 -1.104 -6.077  N132 1.010
33 H 7.171 5.110 -3.119  C172 1.090
34 H -1.831 7.824 -0.748  C176 1.090
35 C -4.472 -6.770 4.413  H39 1.080, C114 1.396, C239 1.379
36 C 0.392 4.945 6.439  H30 1.090, C81 1.554, H122 1.090, O160 1.452
37 H 2.966 -0.412 4.303  C203 1.090
38 C 3.765 -4.296 -0.466  H125 1.090, C145 1.549, O158 1.417, H235 1.090
39 H -5.420 -7.256 4.236  C35 1.080
40 C 1.438 0.234 -0.573  O9 1.397, H31 1.090, H62 1.090, C73 1.546
41 H -6.916 3.059 1.417  C103 1.090
42 H -0.306 7.659 9.250  C124 1.090
43 C 1.198 6.102 1.248  H57 1.090, O75 1.423, C106 1.545, H220 1.090
44 H 4.873 -5.554 -4.068  C6 1.090
45 H -3.185 5.473 1.075  C94 1.090
46 C 4.610 4.326 -0.108  H55 1.090, H104 1.090, H199 1.090, C236 1.540
47 H -0.972 -5.618 -5.490  C27 1.090
48 H -5.132 4.816 -0.272  C209 1.090
49 H 4.500 1.849 -2.998  C182 1.090
50 H -1.365 -1.509 3.677  C23 1.090
51 H -2.131 0.905 -5.958  C170 1.090
52 H 2.041 0.060 -8.069  C131 1.090
53 O 6.368 2.746 -2.898  C182 1.438, C238 1.420
54 H 3.934 -0.052 5.751  C203 1.090
55 H 4.108 5.293 -0.134  C46 1.090
56 H 2.771 -5.422 -2.559  C87 1.090
57 H 1.090 6.640 2.190  C43 1.090
58 H -0.196 5.111 8.945  C140 1.090
59 H -2.901 1.464 -2.941  C117 1.090
60 H -2.274 -1.524 6.007  C215 1.090
61 H -0.210 -1.115 -2.071  C156 1.090
62 H 0.879 0.865 -1.264  C40 1.090
63 C -3.350 -0.995 -3.819  O129 1.376, H183 1.090, C219 1.580, H221 1.090
64 H 0.074 4.368 4.440  C81 1.090
65 C -0.989 4.822 -3.324  C95 1.387, N174 1.391, H224 1.080
66 H -3.666 1.169 2.180  C19 1.090
67 H 2.067 -0.516 -9.746  C131 1.090
68 H -0.066 8.426 0.931  C197 1.090
69 H -0.018 1.929 5.074  C88 1.090
70 H 4.391 0.319 2.485  C214 1.090
71 H 5.247 4.419 3.875  C146 1.090
72 H -1.483 0.508 -2.692  C117 1.090
73 C 1.813 0.908 0.767  H8 1.090, H17 1.090, C40 1.546, H163 1.090
74 H 5.178 2.673 3.487  C146 1.090
75 O 0.315 6.544 0.223  C43 1.423, C197 1.411
76 H -0.403 -2.980 -4.037  C246 1.090
77 H 6.799 0.523 -1.373  C178 1.090
78 H -0.841 1.485 -7.936  C201 1.090
79 H 1.384 -2.004 -1.791  C156 1.090
80 H -2.025 0.175 -0.257  C173 1.090
81 C -0.281 5.192 5.060  C36 1.554, H64 1.090, H134 1.090, H196 1.090
82 H 0.867 -7.074 -3.987  C138 1.090
83 H 1.206 -2.923 2.901  C86 1.090
84 H -0.170 5.821 -1.618  N174 1.010
85 H -3.273 1.614 -7.144  C170 1.090
86 C 0.199 -3.296 2.712  H83 1.090, H166 1.090, C212 1.496, O231 1.416
87 C 3.363 -4.543 -2.816  H5 1.090, C6 1.470, H56 1.090, O158 1.432
88 C -0.128 1.327 4.172  H69 1.090, H192 1.090, C211 1.558, H232 1.090
89 C 2.472 0.172 -3.974  C7 1.429, H169 1.080, C240 1.399
90 H -4.726 -7.629 -3.900  C101 1.090
91 C -4.842 0.764 3.885  C19 1.523, H119 1.090, H123 1.090, H154 1.090
92 H -3.929 2.628 3.149  C19 1.090
93 H -5.887 -2.537 -1.040  C204 1.080
94 C -3.254 4.464 0.670  H45 1.090, H150 1.090, C209 1.524, H226 1.090
95 C -0.422 3.899 -4.190  C65 1.387, C113 1.405, H185 1.080
96 H 0.524 6.824 10.503  C124 1.090
97 H -0.817 -7.460 -3.732  C138 1.090
98 C -4.717 -6.000 0.493  H2 1.090, H4 1.090, H26 1.090, C217 1.554
99 H -4.023 -2.988 -4.424  C219 1.090
100 C -5.897 -2.571 1.228  C153 1.378, C204 1.394, H249 1.080
101 C -4.278 -6.664 -4.138  H3 1.090, H90 1.090, H135 1.090, C188 1.522
102 H 3.505 -2.430 6.484  C193 1.090
103 C -6.711 4.090 1.705  H15 1.090, H41 1.090, O111 1.386, C250 1.535
104 H 4.017 3.514 -0.528  C46 1.090
105 H 0.599 -5.434 3.010  C212 1.090
106 C 0.793 4.644 1.556  C43 1.545, H110 1.090, H121 1.090, H159 1.090
107 H -0.349 -0.904 -9.575  C136 1.090
108 O 4.790 -1.446 4.521  C148 1.454, C203 1.431
109 H 8.396 4.116 -4.029  C172 1.090
110 H 1.513 4.228 2.260  C106 1.090
111 O -5.326 4.128 1.754  C103 1.386, C209 1.450
112 H 3.413 -4.841 -4.819  C6 1.090
113 C 0.882 3.699 -3.706  H25 1.080, C95 1.405, C229 1.361
114 C -3.426 -7.383 5.106  C35 1.396, C177 1.373, H179 1.080
115 H -6.851 3.642 3.804  C250 1.090
116 H -0.792 -3.181 -5.787  C246 1.090
117 C -2.506 0.645 -2.341  H59 1.090, H72 1.090, O129 1.383, C173 1.504
118 N -4.149 -1.850 0.011  H13 1.010, C141 1.368, C204 1.392
119 H -5.786 0.809 3.341  C91 1.090
120 H -0.766 -3.559 -1.733  C243 1.090
121 H -0.200 4.492 1.979  C106 1.090
122 H -0.148 4.141 6.939  C36 1.090
123 H -5.052 1.245 4.840  C91 1.090
124 C 0.580 7.052 9.438  H42 1.090, H96 1.090, C140 1.488, H164 1.090
125 H 3.098 -3.439 -0.376  C38 1.090
126 H 2.004 4.612 -1.983  C229 1.080
127 H -1.988 0.583 -8.989  C201 1.090
128 H 6.639 2.722 -4.898  C238 1.090
129 O -3.189 -0.543 -2.529  C63 1.376, C117 1.383
130 H -2.934 -2.822 5.080  C215 1.090
131 C 1.476 0.014 -9.000  H52 1.090, H67 1.090, C136 1.548, H151 1.090
132 N 1.201 -0.879 -5.461  H32 1.010, C207 1.354, C240 1.387
133 H 5.913 4.707 1.656  C236 1.090
134 H 0.005 6.150 4.626  C81 1.090
135 H -3.618 -6.924 -4.966  C101 1.090
136 C 0.234 -0.845 -8.656  H107 1.090, C131 1.548, O139 1.429, H227 1.090
137 H 1.158 -4.708 1.497  C212 1.090
138 C 0.002 -6.839 -3.368  H82 1.090, H97 1.090, C143 1.519, O225 1.419
139 O -0.712 -0.460 -7.657  C136 1.429, C201 1.437
140 C 0.569 5.814 8.614  H20 1.090, H58 1.090, C124 1.488, O160 1.403
141 C -3.826 -1.720 1.334  H10 1.080, N118 1.368, C153 1.395
142 N -2.673 -5.432 4.315  C177 1.358, C239 1.401, H247 1.010
143 C 0.229 -7.127 -1.893  H14 1.090, C138 1.519, H181 1.090, H189 1.090
144 H 6.074 0.545 2.056  C214 1.090
145 C 4.929 -4.097 0.536  H22 1.090, C38 1.549, H165 1.090, H175 1.090
146 C 4.605 3.598 3.557  C18 1.532, H71 1.090, H74 1.090, O230 1.434
147 H 5.489 -1.012 1.869  C214 1.090
148 C 5.770 -0.519 3.977  O108 1.454, C214 1.550, H242 1.090, H248 1.090
149 H 2.270 -2.571 5.126  C193 1.090
150 H -2.778 3.784 1.377  C94 1.090
151 H 1.253 1.006 -9.392  C131 1.090
152 O -2.590 1.294 3.985  C19 1.417, C211 1.428
153 C -4.895 -2.192 2.095  C100 1.378, C141 1.395, H200 1.080
154 H -4.572 -0.259 4.149  C91 1.090
155 H -0.591 7.771 -2.027  C176 1.090
156 C 0.419 -1.692 -1.392  O9 1.413, H61 1.090, H79 1.090, C243 1.556
157 H -2.065 1.927 -0.665  C173 1.090
158 O 4.300 -4.236 -1.777  C38 1.417, C87 1.432
159 H 0.749 4.179 0.571  C106 1.090
160 O 0.328 6.134 7.270  C36 1.452, C140 1.403
161 H 0.486 1.008 -4.733  C240 1.080
162 H 5.188 -0.057 -1.288  C178 1.090
163 H 2.451 1.763 0.543  C73 1.090
164 H 1.468 7.674 9.320  C124 1.090
165 H 5.496 -3.281 0.088  C145 1.090
166 H -0.224 -2.752 1.868  C86 1.090
167 H -1.401 2.755 3.092  C211 1.090
168 H -1.406 -2.560 -0.466  C243 1.090
169 H 2.685 0.831 -3.145  C89 1.080
170 C -2.624 0.768 -6.920  H1 1.090, H51 1.090, H85 1.090, C201 1.524
171 H -4.847 3.102 0.027  C209 1.090
172 C 7.399 4.556 -4.029  H33 1.090, H109 1.090, H210 1.090, C238 1.525
173 C -2.495 0.946 -0.867  H80 1.090, C117 1.504, H157 1.090, H222 1.090
174 N -0.046 5.137 -2.350  C65 1.391, H84 1.010, C229 1.389
175 H 4.568 -3.907 1.547  C145 1.090
176 C -0.864 8.210 -1.067  H21 1.090, H34 1.090, H155 1.090, C197 1.537
177 C -2.346 -6.538 5.032  C114 1.373, N142 1.358, H245 1.080
178 C 5.764 0.858 -1.428  H77 1.090, H162 1.090, C182 1.560, H184 1.090
179 H -3.452 -8.311 5.658  C114 1.080
180 O -4.322 -6.047 -1.863  C188 1.425, C217 1.427
181 H 0.989 -6.522 -1.398  C143 1.090
182 C 5.536 1.577 -2.794  H49 1.090, O53 1.438, C178 1.560, H237 1.090
183 H -3.738 -0.206 -4.463  C63 1.090
184 H 5.570 1.620 -0.673  C178 1.090
185 H -0.840 3.421 -5.064  C95 1.080
186 H 5.381 3.848 -4.399  C238 1.090
187 H -5.296 -2.056 -3.666  C219 1.090
188 C -3.445 -6.123 -2.984  H16 1.090, H28 1.090, C101 1.522, O180 1.425
189 H 0.539 -8.152 -1.690  C143 1.090
190 H -3.910 -2.823 -2.720  C219 1.090
191 H 2.872 2.498 4.140  C18 1.090
192 H -0.182 0.269 4.429  C88 1.090
193 C 2.819 -1.920 5.808  H102 1.090, H149 1.090, C203 1.533, H241 1.090
194 H 4.083 -1.323 -3.894  C7 1.080
195 H 2.861 4.232 4.698  C18 1.090
196 H -1.369 5.221 5.018  C81 1.090
197 C 0.209 7.933 -0.002  H68 1.090, O75 1.411, C176 1.537, H244 1.090
198 H 0.100 -3.470 -0.217  C243 1.090
199 H 5.528 4.380 -0.694  C46 1.090
200 H -4.912 -2.126 3.173  C153 1.080
201 C -1.549 0.658 -7.994  H78 1.090, H127 1.090, O139 1.437, C170 1.524
202 H 0.738 -4.966 -5.189  C27 1.090
203 C 3.614 -0.839 5.068  H37 1.090, H54 1.090, O108 1.431, C193 1.533
204 C -5.438 -2.370 -0.072  H93 1.080, C100 1.394, N118 1.392
205 H -4.516 -4.778 3.388  C239 1.080
206 H -2.759 -6.258 -0.431  C217 1.090
207 C 2.316 -1.636 -5.335  C7 1.429, N132 1.354, H213 1.080
208 H -1.378 1.130 2.393  C211 1.090
209 C -4.716 4.102 0.439  H48 1.090, C94 1.524, O111 1.450, H171 1.090
210 H 7.375 5.257 -4.863  C172 1.090
211 C -1.386 1.691 3.327  C88 1.558, O152 1.428, H167 1.090, H208 1.090
212 C 0.357 -4.705 2.236  C86 1.496, H105 1.090, H137 1.090, H218 1.090
213 H 2.352 -2.524 -5.949  C207 1.080
214 C 5.375 -0.149 2.524  H70 1.090, H144 1.090, H147 1.090, C148 1.550
215 C -2.000 -2.451 5.502  C23 1.531, H60 1.090, H130 1.090, H234 1.090
216 H -8.258 4.483 3.142  C250 1.090
217 C -3.683 -5.714 -0.630  H12 1.090, C98 1.554, O180 1.427, H206 1.090
218 H -0.572 -5.055 1.784  C212 1.090
219 C -4.232 -2.289 -3.614  C63 1.580, H99 1.090, H187 1.090, H190 1.090
220 H 2.242 6.253 0.975  C43 1.090
221 H -2.383 -1.227 -4.264  C63 1.090
222 H -3.520 1.019 -0.503  C173 1.090
223 H -0.115 -1.811 4.941  C23 1.090
224 H -1.961 5.291 -3.357  C65 1.080
225 O -0.262 -5.454 -3.525  C27 1.420, C138 1.419
226 H -2.674 4.467 -0.253  C94 1.090
227 H 0.732 -1.792 -8.447  C136 1.090
228 H -6.797 5.415 3.435  C250 1.090
229 C 1.148 4.485 -2.628  C113 1.361, H126 1.080, N174 1.389
230 O 4.102 3.990 2.272  C146 1.434, C236 1.419
231 O -0.675 -3.470 3.812  C23 1.408, C86 1.416
232 H 0.796 1.457 3.610  C88 1.090
233 H 3.905 3.051 5.484  C18 1.090
234 H -1.632 -3.154 6.249  C215 1.090
235 H 3.277 -5.252 -0.273  C38 1.090
236 C 5.140 4.023 1.305  H11 1.090, C46 1.540, H133 1.090, O230 1.419
237 H 5.762 0.839 -3.563  C182 1.090
238 C 6.358 3.446 -4.133  O53 1.420, H128 1.090, C172 1.525, H186 1.090
239 C -4.033 -5.533 3.990  C35 1.379, N142 1.401, H205 1.080
240 C 1.276 0.273 -4.692  C89 1.399, N132 1.387, H161 1.080
241 H 2.001 -1.470 6.371  C193 1.090
242 H 6.706 -1.075 4.040  C148 1.090
243 C -0.474 -2.880 -0.932  H120 1.090, C156 1.556, H168 1.090, H198 1.090
244 H 1.210 8.281 -0.257  C197 1.090
245 H -1.341 -6.625 5.416  C177 1.080
246 C -0.901 -3.596 -4.785  H24 1.090, C27 1.541, H76 1.090, H116 1.090
247 H -2.126 -4.644 3.997  N142 1.010
248 H 5.851 0.348 4.631  C148 1.090
249 H -6.829 -3.071 1.445  C100 1.080
250 C -7.169 4.437 3.129  C103 1.535, H115 1.090, H216 1.090, H228 1.090

M = 1306.086 g mol⁻¹
HOMO level = -7.51 eV

Results of the Mulliken charge analysis, in e, for atoms 1 through 99:
1. H 0.30
2. H 0.25
3. H 0.33
4. H 0.42
5. H -0.53
6. C -1.61
7. C -0.70
8. H -0.10
9. O 0.53
10. H 0.93
11. H 0.02
12. H -0.22
13. H -0.56
14. H -0.18
15. H 0.37
16. H -0.25
17. H -0.42
18. C -0.49
19. C 0.97
20. H 0.29
21. H 0.40
22. H 0.36
23. C 1.48
24. H 0.07
25. H 0.65
26. H 0.09
27. C -1.25
28. H -0.13
29. H 0.29
30. H 0.07
31. H -0.24
32. H -0.47
33. H 0.26
34. H 0.24
35. C -0.40
36. C -0.19
37. H -0.07
38. C 0.72
39. H 0.46
40. C -0.37
41. H 0.30
42. H 0.31
43. C -0.91
44. H 0.43
45. H 0.52
46. C -0.54
47. H 0.27
48. H 0.49
49. H 0.00
50. H -0.51
51. H -0.15
52. H 0.20
53. O -0.32
54. H 0.27
55. H 0.42
56. H 0.00
57. H 0.29
58. H 0.30
59. H 0.39
60. H 0.42
61. H -1.02
62. H 0.08
63. C 0.36
64. H -0.19
65. C -0.90
66. H -0.55
67. H 0.41
68. H 0.35
69. H 0.29
70. H -0.09
71. H 0.35
72. H -0.56
73. C 0.39
74. H 0.34
75. O 0.01
76. H -0.46
77. H 0.49
78. H 0.34
79. H 0.13
80. H -0.46
81. C -0.56
82. H 0.45
83. H -0.13
84. H 0.14
85. H 0.43
86. C 1.26
87. C 1.44
88. C 0.12
89. C 1.19
90. H 0.42
91. C -1.66
92. H 0.41
93. H 0.43
94. C 0.04
95. C -0.84
96. H 0.39
97. H 0.42
98. C -1.10
99. H 0.49